No. 1
The following is a quantum chemistry calculation of a structure of composition C17H15AuBF4N2O3 at a distorted geometry, from the Open Molecules 2025 dataset.

XYZ file:
```
43
Properties=species:S:1:pos:R:3:nbo_charge:R:1
Au 0.71 -1.28 -2.77 0.6323
O -0.64 0.74 -0.99 -0.7571
C -0.49 1.11 0.39 0.0848
C 0.21 2.48 0.49 0.7975
O -0.19 3.35 1.25 -0.6066
O 1.23 2.66 -0.36 -0.6858
C 0.46 0.10 1.02 -0.0399
C 0.63 -1.16 0.45 -0.2021
C 1.52 -2.09 0.94 -0.2260
C 2.36 -1.73 1.94 -0.2037
C 2.26 -0.47 2.51 -0.2169
C 1.24 0.39 2.13 -0.2056
C -1.93 1.01 1.00 0.0560
C -2.77 2.10 1.10 -0.2118
C -4.07 1.89 1.53 -0.2222
C -4.44 0.63 1.91 -0.2130
C -3.61 -0.47 1.80 -0.2023
C -2.36 -0.26 1.36 -0.2330
H -1.54 0.52 -1.28 0.5278
H 0.02 -1.31 -0.42 0.2480
H 1.80 -2.96 0.37 0.2144
H 3.18 -2.30 2.32 0.2008
H 2.96 -0.06 3.25 0.2040
H 1.22 1.41 2.50 0.2129
H -2.46 3.11 0.93 0.2353
H -4.81 2.65 1.52 0.2025
H -5.50 0.42 2.11 0.1961
H -4.02 -1.44 1.96 0.2086
H -1.66 -1.08 1.10 0.2405
N 2.59 0.67 -2.07 -0.3695
C 3.86 0.91 -1.90 -0.0567
C 4.64 -0.26 -1.96 -0.4089
C 3.66 -1.25 -2.22 -0.0433
N 2.48 -0.69 -2.32 -0.4163
H 1.44 1.91 -0.90 0.5333
H 4.19 1.89 -1.63 0.1953
H 5.70 -0.39 -1.80 0.2136
H 3.82 -2.30 -2.35 0.2006
F -3.45 -2.48 -3.02 -0.5445
B -2.39 -1.72 -2.58 1.3703
F -1.86 -2.20 -1.34 -0.5716
F -2.72 -0.34 -2.41 -0.5718
F -1.27 -1.73 -3.56 -0.5662
```

As for the net charge: -1. The value obtained for the HOMO energy is -5.9 eV. The energy comes out at -42241.9319 eV. The energy above the lowest of the compared OMol25 structures with the same formula, charge and spin comes out at 0.071 eV.

---

No. 2
The following is a quantum chemistry calculation of a structure of composition C17H15BrMoN3O2S5, from the Open Molecules 2025 dataset.

XYZ file:
```
44
Properties=species:S:1:pos:R:3:nbo_charge:R:1
Mo -0.91 0.16 1.81 0.7771
C -1.17 -4.42 -1.69 -0.6500
C -1.85 -3.26 -1.02 0.0141
C -3.20 -2.98 -1.23 -0.0717
C -3.82 -1.90 -0.62 -0.2398
C -3.03 -1.14 0.19 0.1769
Br -3.57 0.39 1.21 0.3496
N -1.74 -1.37 0.42 -0.5599
C -1.15 -2.42 -0.17 0.0702
H -0.91 -4.16 -2.72 0.2636
H -1.83 -5.29 -1.73 0.2612
H -0.25 -4.70 -1.18 0.2410
H -3.78 -3.63 -1.88 0.2689
H -4.87 -1.68 -0.77 0.2829
H -0.10 -2.57 0.05 0.2342
O 2.66 1.68 -2.09 -0.6005
C 3.22 0.65 -1.47 0.4336
C 4.46 0.22 -1.96 -0.2789
C 5.09 -0.84 -1.36 -0.0519
C 4.52 -1.53 -0.26 -0.2200
C 3.32 -1.13 0.22 -0.1439
C 2.63 -0.03 -0.36 -0.1973
C 1.40 0.38 0.20 0.5563
O 0.86 -0.29 1.22 -0.6229
N 0.73 1.47 -0.18 -0.3703
N -0.38 1.64 0.56 -0.3096
C -0.82 2.96 0.46 -0.1261
S -0.07 4.00 -0.64 0.6127
C -1.27 5.34 -0.45 -0.5498
C -1.79 5.31 0.98 -0.5136
S -2.09 3.56 1.40 0.5159
H 1.82 1.93 -1.69 0.5005
H 4.89 0.74 -2.79 0.2673
H 6.05 -1.16 -1.75 0.2549
H 5.05 -2.36 0.18 0.2542
H 2.88 -1.63 1.07 0.2278
H -2.06 5.18 -1.19 0.2671
H -0.76 6.28 -0.67 0.2984
H -2.73 5.83 1.09 0.2930
H -1.07 5.69 1.70 0.2686
S -1.84 -2.21 5.85 0.6558
C -1.11 -2.00 4.55 -0.3609
S -1.19 1.22 3.55 0.3076
S -0.24 -1.91 3.19 0.2132
```

As for the net charge: +3. The value obtained for the HOMO energy (spin up / spin down) is -16.4 / -16.4 eV. The energy comes out at -152484.4883 eV. The energy above the lowest of the compared OMol25 structures with the same formula, charge and spin comes out at 0.000 eV.

---

No. 3
The following is a quantum chemistry calculation of the molecule C17H15Cl2NO4, from the Open Molecules 2025 dataset.

XYZ file:
```
39
Properties=species:S:1:pos:R:3:nbo_charge:R:1
C -0.15 -3.35 -1.44 -0.6428
C -0.16 -3.12 0.07 -0.0635
O -1.44 -2.77 0.56 -0.5404
C -1.90 -1.52 0.20 0.4069
C -2.89 -1.42 -0.77 -0.2843
C -3.40 -0.19 -1.13 -0.1282
C -2.93 0.97 -0.53 -0.1842
C -3.50 2.27 -0.98 0.5782
C -2.99 3.52 -0.30 -0.7188
O -4.34 2.32 -1.85 -0.5382
C -1.96 0.87 0.47 -0.1479
C -1.45 -0.36 0.84 -0.1553
C -0.41 -0.44 1.93 -0.1031
O 0.92 -0.30 1.40 -0.5114
C 1.40 0.93 1.24 0.7959
O 0.80 1.94 1.52 -0.5940
C 2.78 0.93 0.69 -0.2045
C 3.44 2.14 0.49 0.0916
N 4.66 2.22 0.00 -0.4102
C 5.29 1.11 -0.32 0.1684
Cl 6.87 1.29 -0.95 0.0593
C 4.73 -0.17 -0.16 -0.1184
Cl 5.60 -1.58 -0.59 0.0522
C 3.45 -0.25 0.35 -0.1304
H -0.38 -2.42 -1.96 0.2140
H 0.84 -3.69 -1.75 0.2182
H -0.88 -4.10 -1.71 0.2139
H 0.08 -4.05 0.59 0.1918
H 0.58 -2.36 0.33 0.1737
H -3.25 -2.33 -1.24 0.2268
H -4.16 -0.11 -1.89 0.2399
H -3.46 4.39 -0.74 0.2395
H -3.22 3.48 0.77 0.2318
H -1.91 3.59 -0.41 0.2339
H -1.59 1.75 0.97 0.2365
H -0.58 0.36 2.66 0.2169
H -0.43 -1.41 2.42 0.2173
H 2.96 3.08 0.73 0.2231
H 2.98 -1.21 0.49 0.2459
```

As for the net charge: 0. The value obtained for the HOMO energy is -9.4 eV. The energy comes out at -52597.7396 eV. The energy above the lowest of the compared OMol25 structures with the same formula, charge and spin comes out at 0.201 eV. The SMILES is CCOc1ccc(C(C)=O)cc1COC(=O)c1cnc(Cl)c(Cl)c1.

---

What did the first record say?
The following is a quantum chemistry calculation of a structure of composition C17H15AuBF4N2O3 at a distorted geometry, from the Open Molecules 2025 dataset.

XYZ file:
```
43
Properties=species:S:1:pos:R:3:nbo_charge:R:1
Au 0.71 -1.28 -2.77 0.6323
O -0.64 0.74 -0.99 -0.7571
C -0.49 1.11 0.39 0.0848
C 0.21 2.48 0.49 0.7975
O -0.19 3.35 1.25 -0.6066
O 1.23 2.66 -0.36 -0.6858
C 0.46 0.10 1.02 -0.0399
C 0.63 -1.16 0.45 -0.2021
C 1.52 -2.09 0.94 -0.2260
C 2.36 -1.73 1.94 -0.2037
C 2.26 -0.47 2.51 -0.2169
C 1.24 0.39 2.13 -0.2056
C -1.93 1.01 1.00 0.0560
C -2.77 2.10 1.10 -0.2118
C -4.07 1.89 1.53 -0.2222
C -4.44 0.63 1.91 -0.2130
C -3.61 -0.47 1.80 -0.2023
C -2.36 -0.26 1.36 -0.2330
H -1.54 0.52 -1.28 0.5278
H 0.02 -1.31 -0.42 0.2480
H 1.80 -2.96 0.37 0.2144
H 3.18 -2.30 2.32 0.2008
H 2.96 -0.06 3.25 0.2040
H 1.22 1.41 2.50 0.2129
H -2.46 3.11 0.93 0.2353
H -4.81 2.65 1.52 0.2025
H -5.50 0.42 2.11 0.1961
H -4.02 -1.44 1.96 0.2086
H -1.66 -1.08 1.10 0.2405
N 2.59 0.67 -2.07 -0.3695
C 3.86 0.91 -1.90 -0.0567
C 4.64 -0.26 -1.96 -0.4089
C 3.66 -1.25 -2.22 -0.0433
N 2.48 -0.69 -2.32 -0.4163
H 1.44 1.91 -0.90 0.5333
H 4.19 1.89 -1.63 0.1953
H 5.70 -0.39 -1.80 0.2136
H 3.82 -2.30 -2.35 0.2006
F -3.45 -2.48 -3.02 -0.5445
B -2.39 -1.72 -2.58 1.3703
F -1.86 -2.20 -1.34 -0.5716
F -2.72 -0.34 -2.41 -0.5718
F -1.27 -1.73 -3.56 -0.5662
```

As for the net charge: -1. The value obtained for the HOMO energy is -5.9 eV. The energy comes out at -42241.9319 eV. The energy above the lowest of the compared OMol25 structures with the same formula, charge and spin comes out at 0.071 eV.

---

energy of number 2 (C17H15BrMoN3O2S5)?
-152484.4883 eV